(1)
{
  "formula": "C26H60IN2O7",
  "method": "the ωB97M-V functional and the def2-TZVPD basis",
  "e_homo_ev": [-8.99, -9.56],
  "spin_multiplicity": 2,
  "s_squared": 0.754,
  "lumo_energy_ev": [-0.25, -0.39],
  "elements": ["C", "C", "C", "C", "C", "N", "C", "C", "O", "I", "C", "C", "C", "C", "N", "O", "H", "H", "H", "H", "H", "H", "H", "H", "H", "H", "H", "H", "H", "H", "H", "H", "H", "H", "H", "H", "C", "C", "C", "O", "H", "H", "H", "H", "H", "H", "H", "H", "C", "C", "C", "O", "H", "H", "H", "H", "H", "H", "H", "H", "C", "C", "C", "O", "H", "H", "H", "H", "H", "H", "H", "H", "C", "C", "C", "O", "H", "H", "H", "H", "H", "H", "H", "H", "C", "C", "C", "O", "H", "H", "H", "H", "H", "H", "H", "H"],
  "xyz": [[0.353, -1.814, -0.095], [1.886, -1.744, -0.764], [1.706, -2.292, -2.302], [2.254, -0.155, -0.852], [3.774, 0.258, -0.435], [3.703, 1.008, 0.912], [4.259, 1.423, -1.532], [4.618, 0.810, -3.013], [5.864, 0.366, -3.336], [3.157, 0.669, -4.695], [4.839, -0.959, -0.257], [4.228, -2.461, -0.125], [4.784, -3.375, -1.404], [4.976, -3.142, 1.210], [2.756, -2.580, 0.131], [2.293, -3.842, 0.054], [-0.228, -2.654, -0.712], [-0.258, -0.826, -0.257], [0.376, -2.188, 1.021], [2.603, -1.933, -3.003], [0.745, -1.737, -2.743], [1.483, -3.437, -2.396], [1.527, 0.413, -0.093], [1.912, 0.216, -1.927], [3.382, 0.330, 1.665], [4.702, 1.289, 1.108], [3.290, 2.102, -1.685], [5.078, 2.126, -1.079], [5.465, -0.724, 0.732], [5.662, -0.997, -1.121], [4.521, -2.799, -2.411], [5.975, -3.343, -1.341], [4.382, -4.474, -1.385], [5.045, -2.381, 2.105], [4.368, -4.080, 1.622], [6.029, -3.573, 0.876], [0.955, 2.092, 2.789], [0.336, 0.709, 2.918], [-0.693, 0.665, 4.037], [1.362, -0.244, 3.182], [1.474, 2.377, 3.710], [1.702, 2.106, 1.988], [0.192, 2.847, 2.570], [-0.138, 0.428, 1.972], [-0.231, 0.900, 5.003], [-1.120, -0.339, 4.127], [-1.504, 1.377, 3.856], [1.788, -0.002, 4.021], [-3.943, 4.791, 2.993], [-4.233, 3.434, 2.373], [-5.708, 3.079, 2.481], [-3.458, 2.437, 3.034], [-4.194, 4.797, 4.060], [-2.876, 5.028, 2.919], [-4.512, 5.583, 2.496], [-3.932, 3.438, 1.320], [-6.022, 3.024, 3.530], [-5.900, 2.095, 2.042], [-6.331, 3.819, 1.968], [-3.719, 2.426, 3.970], [2.303, -2.778, -6.519], [0.870, -2.410, -6.870], [0.490, -2.917, -8.252], [0.724, -0.992, -6.831], [3.008, -2.330, -7.228], [2.566, -2.396, -5.527], [2.444, -3.864, -6.525], [0.188, -2.830, -6.123], [1.131, -2.474, -9.023], [-0.539, -2.634, -8.497], [0.577, -4.007, -8.310], [1.326, -0.610, -7.491], [-7.240, 9.065, 1.101], [-7.079, 7.992, 2.166], [-7.278, 8.562, 3.561], [-5.776, 7.422, 2.069], [-6.496, 9.859, 1.229], [-7.083, 8.643, 0.102], [-8.239, 9.512, 1.139], [-7.802, 7.188, 1.990], [-6.535, 9.338, 3.777], [-7.147, 7.781, 4.318], [-8.277, 8.994, 3.673], [-5.128, 8.129, 2.223], [0.895, -7.142, 1.915], [-0.538, -6.774, 1.564], [-0.918, -7.281, 0.182], [-0.684, -5.356, 1.603], [1.600, -6.694, 1.206], [1.158, -6.760, 2.907], [1.036, -8.228, 1.909], [-1.220, -7.194, 2.311], [-0.277, -6.838, -0.588], [-1.947, -6.998, -0.062], [-0.831, -8.371, 0.124], [-0.082, -4.974, 0.943]],
  "forces_ev_per_angstrom": [[-0.301, -1.434, -0.856], [-2.953, 1.488, -0.413], [-0.206, 0.733, -0.700], [-0.674, -0.024, 0.765], [0.079, 0.613, -0.206], [0.796, -1.000, -0.822], [-1.675, 0.278, -0.267], [7.496, -1.970, -0.754], [-8.317, 2.940, 2.426], [0.755, 0.219, 1.439], [0.821, -0.044, -0.208], [3.003, -1.581, 1.251], [0.236, 1.191, -0.280], [-0.364, -0.859, 0.079], [-0.586, -1.592, -3.134], [1.270, 2.333, 0.998], [1.135, 1.766, 1.463], [1.385, -1.829, 0.463], [0.036, 1.129, -2.177], [-1.869, -1.047, 1.581], [2.057, -1.093, 1.033], [0.733, 2.181, 0.399], [1.805, -1.144, -1.569], [1.060, -0.805, 2.240], [0.541, 0.997, -1.196], [-1.513, -0.529, 0.072], [2.144, -1.443, 0.331], [-1.118, -1.676, -1.239], [-1.483, -0.525, -2.200], [-2.000, 0.196, 1.687], [0.406, -1.511, 2.042], [-2.673, -0.229, -0.057], [0.735, 2.257, -0.027], [0.031, -1.436, -1.888], [1.138, 2.056, -1.120], [-2.119, 1.253, 0.905], [0.092, 0.189, -0.394], [-0.019, 0.517, 0.635], [-0.364, -0.184, 0.013], [0.452, -0.304, -0.092], [-0.157, -0.041, 0.053], [-0.155, -0.001, 0.080], [0.052, -0.059, 0.079], [0.188, -0.150, 0.124], [0.082, 0.096, -0.101], [0.035, 0.126, -0.087], [0.148, -0.110, -0.012], [-0.276, -0.075, -0.329], [0.199, 0.283, -0.236], [-0.311, 0.271, 0.616], [-0.204, -0.185, -0.264], [0.194, -0.280, 0.074], [-0.127, -0.057, -0.083], [-0.108, -0.075, -0.055], [0.061, -0.130, 0.159], [0.101, -0.169, 0.192], [0.075, 0.146, -0.043], [0.053, 0.156, -0.006], [0.044, -0.063, 0.088], [0.051, 0.053, -0.418], [0.099, -0.121, 0.327], [0.505, -0.036, -0.486], [-0.339, -0.115, -0.100], [-0.019, 0.382, 0.101], [-0.107, -0.087, -0.058], [-0.090, -0.120, -0.111], [0.031, 0.111, -0.014], [0.027, 0.278, -0.047], [0.082, -0.082, 0.126], [0.120, -0.085, 0.096], [0.003, 0.117, -0.038], [-0.268, -0.239, 0.216], [-0.150, -0.047, -0.336], [0.226, 0.641, 0.125], [-0.156, -0.174, 0.283], [0.174, -0.090, -0.053], [-0.101, -0.036, 0.134], [-0.087, 0.014, 0.158], [0.122, -0.003, -0.021], [0.275, -0.033, -0.002], [-0.095, 0.022, -0.139], [-0.082, 0.071, -0.138], [0.122, -0.013, 0.021], [-0.307, -0.271, -0.065], [0.169, -0.106, 0.287], [0.474, 0.203, -0.475], [-0.318, -0.145, -0.121], [-0.128, 0.140, 0.042], [-0.134, -0.065, -0.048], [-0.100, -0.090, -0.113], [0.026, 0.087, -0.003], [0.019, 0.251, -0.052], [0.086, -0.071, 0.138], [0.114, -0.079, 0.101], [0.000, 0.094, -0.047], [-0.104, -0.112, 0.258]],
  "mulliken_charge": [-1.1599, 1.4522, -0.9079, -1.1869, 1.3168, -0.7063, -0.8319, 0.1723, -0.5339, 0.1316, -1.0398, 0.9333, -1.1922, -1.2142, 0.4431, -0.4125, 0.2652, 0.2897, 0.2491, -0.3598, 0.4159, 0.2517, -0.0119, 0.1967, 0.2249, 0.3295, 0.3484, 0.3926, 0.2276, 0.2150, 0.2175, 0.4607, 0.1907, 0.3064, 0.2498, 0.3069, -1.3175, 0.9276, -1.1708, -0.5193, 0.3816, 0.2600, 0.3158, -0.0048, 0.3889, 0.3723, 0.0644, 0.3437, -0.9882, 0.3251, -1.2640, -0.5126, 0.3403, 0.3031, 0.2151, 0.2383, 0.3454, 0.3255, 0.3392, 0.3171, -0.8422, 0.4206, -1.3859, -0.5535, 0.3378, -0.0389, 0.3863, 0.2690, 0.3388, 0.3366, 0.3696, 0.3674, -1.2742, 0.3957, -1.2878, -0.5090, 0.3444, 0.3192, 0.3757, 0.2398, 0.3419, 0.3124, 0.3787, 0.3179, -1.0567, 0.3660, -1.1858, -0.5168, 0.1625, 0.3017, 0.3943, 0.3022, 0.2560, 0.3085, 0.3804, 0.2707]
}



(2)
{
  "formula": "C26H61BCl34NO5P3",
  "method": "the ωB97M-V functional and the def2-TZVPD basis",
  "e_homo_ev": -7.46,
  "lumo_energy_ev": 0.00,
  "e_above_lowest_ev": 0.0000,
  "elements": ["C", "C", "O", "C", "C", "P", "C", "C", "C", "C", "N", "P", "P", "O", "O", "O", "B", "C", "O", "H", "H", "H", "H", "H", "H", "H", "H", "H", "H", "H", "H", "H", "H", "H", "H", "H", "H", "H", "H", "H", "H", "H", "H", "H", "H", "H", "C", "Cl", "Cl", "H", "H", "C", "Cl", "Cl", "H", "H", "C", "Cl", "Cl", "H", "H", "C", "Cl", "Cl", "H", "H", "C", "Cl", "Cl", "H", "H", "C", "Cl", "Cl", "H", "H", "C", "Cl", "Cl", "H", "H", "C", "Cl", "Cl", "H", "H", "C", "Cl", "Cl", "H", "H", "C", "Cl", "Cl", "H", "H", "C", "Cl", "Cl", "H", "H", "C", "Cl", "Cl", "H", "H", "C", "Cl", "Cl", "H", "H", "C", "Cl", "Cl", "H", "H", "C", "Cl", "Cl", "H", "H", "C", "Cl", "Cl", "H", "H", "C", "Cl", "Cl", "H", "H"],
  "xyz": [[0.113, -1.664, 1.752], [0.457, -1.727, 0.262], [-0.507, -2.482, -0.449], [-1.422, -1.735, -1.242], [-2.695, -2.550, -1.448], [-4.281, -1.454, -1.119], [-5.441, -2.857, -1.310], [-6.390, -3.221, -0.141], [-7.900, -3.034, -0.390], [-8.715, -2.480, 0.783], [-8.328, -3.052, 2.078], [-6.169, 0.021, -0.705], [-5.548, 2.032, -0.228], [-6.646, 2.803, 0.387], [-5.010, 2.639, -1.615], [-4.203, 2.029, 0.676], [-3.847, -0.448, -2.717], [-4.391, -0.940, -4.100], [-2.999, 0.595, -2.567], [0.507, -2.553, 2.255], [-0.970, -1.645, 1.889], [0.571, -0.792, 2.225], [1.417, -2.236, 0.128], [0.558, -0.719, -0.162], [-1.647, -0.789, -0.715], [-0.959, -1.495, -2.205], [-2.736, -2.960, -2.466], [-2.675, -3.399, -0.755], [-3.728, -1.218, 0.161], [-4.806, -3.718, -1.519], [-6.024, -2.649, -2.215], [-6.219, -4.285, 0.040], [-6.080, -2.728, 0.787], [-8.330, -3.990, -0.701], [-8.035, -2.337, -1.228], [-9.766, -2.734, 0.617], [-8.668, -1.384, 0.767], [-9.069, -2.921, 2.752], [-7.502, -2.603, 2.449], [-6.596, -0.224, 0.613], [-4.498, 3.440, -1.458], [-4.000, 1.152, 1.005], [-5.384, -1.394, -4.056], [-4.416, -0.126, -4.833], [-3.701, -1.703, -4.485], [-3.009, 1.187, -3.323], [2.027, -0.809, -3.774], [0.629, 0.263, -3.698], [1.582, -2.516, -3.626], [2.496, -0.666, -4.742], [2.708, -0.556, -2.970], [3.492, -1.889, 3.481], [3.779, -1.347, 1.815], [2.621, -0.682, 4.437], [2.899, -2.795, 3.446], [4.451, -2.067, 3.951], [-6.033, -7.278, 2.567], [-6.981, -5.815, 2.290], [-5.650, -8.135, 1.062], [-5.098, -7.000, 3.037], [-6.603, -7.949, 3.199], [1.639, 0.248, 8.555], [1.485, -1.509, 8.468], [1.402, 1.026, 6.983], [0.886, 0.624, 9.237], [2.637, 0.483, 8.904], [4.784, 2.478, -4.369], [4.801, 1.073, -5.440], [4.847, 2.023, -2.656], [5.647, 3.090, -4.589], [3.865, 3.025, -4.541], [-10.879, 1.438, -1.685], [-9.177, 0.987, -1.532], [-11.934, 0.027, -1.902], [-11.181, 1.946, -0.778], [-10.993, 2.079, -2.550], [2.181, 0.516, -8.454], [1.198, 0.795, -7.005], [3.438, 1.733, -8.676], [2.655, -0.454, -8.352], [1.533, 0.540, -9.321], [3.908, -1.743, 12.276], [3.256, -0.135, 11.929], [3.868, -2.814, 10.873], [4.939, -1.630, 12.588], [3.308, -2.193, 13.057], [4.330, 2.239, 2.974], [4.355, 3.114, 4.512], [5.912, 2.230, 2.185], [4.050, 1.215, 3.177], [3.619, 2.724, 2.316], [3.823, 6.781, 3.828], [2.520, 7.655, 4.648], [5.336, 7.695, 3.839], [3.983, 5.839, 4.337], [3.532, 6.625, 2.796], [5.954, 5.688, -1.627], [5.251, 7.297, -1.452], [6.101, 5.193, -3.320], [6.945, 5.693, -1.191], [5.309, 4.972, -1.134], [4.099, -6.182, 12.465], [5.322, -7.267, 13.132], [3.458, -5.063, 13.676], [4.551, -5.594, 11.676], [3.276, -6.780, 12.092], [3.076, -4.775, -5.943], [3.311, -6.480, -6.338], [2.623, -3.823, -7.365], [2.286, -4.692, -5.209], [4.011, -4.385, -5.562], [4.348, -0.870, -12.022], [3.107, 0.386, -11.922], [4.878, -1.434, -10.432], [3.932, -1.715, -12.557], [5.204, -0.457, -12.541], [6.361, -5.265, -8.486], [6.522, -4.798, -6.788], [7.643, -4.588, -9.495], [6.411, -6.345, -8.544], [5.407, -4.895, -8.846], [1.051, 10.005, 2.118], [1.042, 11.764, 2.284], [1.097, 9.486, 0.427], [1.933, 9.621, 2.615], [0.149, 9.612, 2.571], [5.900, 11.571, 3.650], [4.908, 12.069, 5.024], [7.412, 12.482, 3.540], [6.142, 10.522, 3.769], [5.333, 11.740, 2.743]],
  "forces_ev_per_angstrom": [[0.280, -0.091, -0.121], [0.069, 0.026, -0.023], [-0.078, -0.235, -0.069], [-0.013, -0.171, 0.263], [-0.003, 0.139, -0.139], [1.391, -0.972, -0.046], [-0.470, -0.103, -0.041], [0.158, -0.267, 0.188], [0.030, 0.270, -0.294], [-0.061, 0.071, -0.006], [-0.039, -0.140, -0.184], [-0.254, 0.247, -0.425], [-0.845, -0.085, 0.520], [0.580, -0.111, -0.141], [0.027, -0.161, -0.056], [0.010, 0.194, -0.154], [-0.183, 0.208, 0.019], [-0.110, 0.046, -0.061], [-0.300, -0.082, 0.332], [-0.204, 0.039, 0.015], [0.073, 0.128, 0.023], [-0.119, -0.040, -0.002], [-0.042, 0.136, -0.034], [-0.091, -0.094, -0.002], [0.039, -0.029, -0.139], [-0.021, 0.181, 0.126], [0.020, -0.053, 0.150], [-0.079, 0.118, -0.001], [-0.245, 0.301, 0.021], [-0.049, 0.091, -0.120], [0.041, 0.017, 0.070], [-0.017, 0.161, 0.182], [0.007, 0.104, -0.140], [0.091, 0.032, 0.016], [-0.083, -0.111, 0.078], [0.103, 0.028, -0.021], [0.077, -0.012, 0.057], [0.018, 0.032, 0.059], [-0.014, 0.043, 0.026], [0.026, 0.038, 0.165], [0.063, 0.163, -0.042], [0.087, -0.156, 0.094], [0.085, 0.053, -0.002], [0.005, -0.086, 0.040], [-0.072, 0.067, 0.028], [0.243, 0.063, -0.268], [0.188, 0.020, -0.237], [-0.073, 0.081, 0.140], [-0.078, 0.018, 0.124], [-0.004, 0.005, 0.022], [-0.041, -0.001, 0.035], [-0.029, 0.014, -0.038], [0.035, -0.008, 0.073], [0.095, -0.149, -0.004], [-0.033, 0.029, -0.023], [0.010, 0.023, -0.022], [0.008, 0.003, 0.008], [0.007, -0.060, 0.072], [-0.001, 0.006, -0.005], [0.000, 0.001, -0.008], [-0.012, -0.003, -0.020], [0.045, 0.000, 0.029], [-0.060, -0.004, -0.060], [-0.063, 0.111, 0.066], [-0.010, -0.008, -0.011], [0.008, -0.006, -0.001], [-0.140, -0.074, -0.070], [0.062, -0.068, 0.081], [-0.040, -0.062, -0.022], [0.016, -0.151, -0.014], [-0.010, -0.010, 0.023], [0.068, 0.033, 0.018], [-0.211, -0.010, -0.036], [-0.004, 0.003, 0.000], [-0.003, -0.015, 0.004], [-0.006, -0.020, -0.012], [-0.005, -0.094, -0.053], [0.064, 0.008, -0.050], [-0.011, 0.107, 0.067], [0.029, 0.008, -0.010], [-0.035, -0.002, 0.028], [0.024, -0.053, 0.110], [-0.009, -0.001, -0.044], [0.050, 0.029, -0.080], [-0.002, 0.014, -0.011], [-0.012, 0.010, -0.008], [0.040, 0.012, -0.036], [-0.018, -0.028, 0.054], [0.008, 0.034, -0.046], [-0.044, -0.001, 0.001], [0.002, -0.007, -0.003], [-0.037, 0.026, -0.050], [-0.019, -0.033, 0.015], [0.068, -0.028, -0.009], [0.009, 0.044, 0.013], [-0.013, 0.012, 0.001], [0.014, -0.088, 0.057], [-0.018, 0.010, 0.003], [0.120, 0.363, 0.021], [-0.005, 0.016, -0.009], [-0.015, -0.024, 0.028], [0.003, 0.021, -0.085], [0.002, 0.002, 0.008], [-0.021, -0.024, 0.109], [-0.001, 0.002, 0.007], [0.001, -0.005, 0.016], [0.069, -0.003, 0.053], [-0.033, -0.054, -0.019], [0.017, 0.064, -0.039], [-0.046, -0.029, -0.046], [-0.002, 0.001, -0.014], [-0.020, -0.047, -0.037], [-0.016, -0.027, -0.081], [-0.006, -0.002, 0.040], [0.004, 0.004, -0.003], [0.011, 0.004, 0.028], [-0.116, -0.035, -0.041], [0.109, 0.068, 0.038], [0.000, 0.011, 0.008], [0.011, 0.003, 0.008], [-0.006, 0.014, 0.002], [0.030, -0.014, 0.043], [0.006, 0.003, -0.009], [0.011, -0.014, -0.005], [0.000, 0.014, 0.003], [-0.013, 0.016, -0.019], [-0.031, -0.035, -0.041], [-0.010, -0.007, 0.004], [-0.001, 0.003, 0.002], [0.005, 0.005, 0.019], [0.002, 0.026, 0.005]],
  "mulliken_charge": [-0.8625, -0.2241, -0.4187, 0.3094, -1.8094, 0.4519, -1.1269, -0.5738, -0.3917, -0.7070, -0.4309, -0.2171, 1.0267, -0.6420, -0.4636, -0.5376, 0.6850, -0.9823, -0.5324, 0.1341, 0.3037, 0.2488, 0.3474, 0.2887, 0.4069, -0.3270, 0.4595, 0.5885, -0.1346, 0.5448, 0.4792, 0.2062, 0.3329, 0.3975, 0.3505, 0.3728, 0.2037, 0.2176, 0.1967, 0.0699, 0.3006, 0.3292, 0.3099, 0.3719, 0.3154, 0.2321, 0.0015, -0.1070, -0.1593, 0.0675, 0.2271, -0.4919, -0.1231, -0.0812, 0.3040, 0.3758, -0.3446, -0.0551, -0.1661, 0.2598, 0.2980, -0.2169, -0.1477, -0.1483, 0.3067, 0.2026, -0.3328, -0.1164, -0.1374, 0.2338, 0.3476, -0.4142, -0.0960, -0.1766, 0.2908, 0.2988, -0.0687, -0.1103, -0.1353, -0.0204, 0.3370, -0.1981, -0.1670, -0.1490, 0.3094, 0.2073, 0.5211, -0.1796, -0.1718, -0.4431, 0.2607, 0.0943, -0.1712, -0.1394, -0.0141, 0.2496, -0.1403, -0.1463, -0.1541, 0.2976, 0.1474, -0.1155, -0.1560, -0.1496, 0.1395, 0.2886, -0.1818, -0.1543, -0.1351, 0.1974, 0.2430, -0.2915, -0.1474, -0.1087, 0.2797, 0.2822, -0.1772, -0.1510, -0.1621, 0.3120, 0.1835, 0.0655, -0.1580, -0.1605, -0.0279, 0.2698, 0.0488, -0.1488, -0.1641, 0.0168, 0.2480]
}